1.
Molecular formula: C11H15NS
Method: DFT, wB97M-V/def2-TZVPD

Geometry as ORCA input:
```
! wB97M-V def2-TZVPD RIJCOSX def2/J DEFGRID3
* xyz 0 1
C -3.236 0.160 0.534
C -1.803 -0.216 0.731
C -0.772 -0.137 -0.154
N 0.383 -0.634 0.397
C 0.109 -1.048 1.673
C 0.914 -1.726 2.585
C 0.363 -2.070 3.801
C -0.967 -1.735 4.101
C -1.770 -1.110 3.174
C -1.259 -0.800 1.915
H -3.510 1.060 1.089
H -3.885 -0.631 0.915
H -3.474 0.257 -0.530
H -0.816 0.394 -1.097
H 1.263 -0.665 -0.081
H 1.939 -1.993 2.342
H 0.980 -2.597 4.515
H -1.345 -2.088 5.051
H -2.778 -0.871 3.502
C 1.215 1.578 -2.863
S 2.310 2.884 -3.408
C 3.182 2.135 -4.787
H 1.429 1.280 -1.827
H 0.191 1.949 -2.841
H 1.168 0.690 -3.499
H 3.387 1.067 -4.662
H 4.137 2.647 -4.851
H 2.645 2.219 -5.727
*
```

For the orbital gap, the calculation gives 0.317 Eh. As for the energy relative to the best compared isomer or geometry (same formula, charge and spin): 37.93 kJ/mol. The value obtained for the total energy is -881.08570 a.u. As for the HOMO energy: -7.8430 eV.

2.
Molecular formula: C11H15NS2
Method: DFT, wB97M-V/def2-TZVPD

Geometry as ORCA input:
```
! wB97M-V def2-TZVPD RIJCOSX def2/J DEFGRID3
* xyz 0 1
N 0.882 0.404 2.940
C -0.250 1.182 2.132
C 0.262 1.339 0.767
C 1.212 2.307 0.149
C 1.474 2.633 -1.163
C 0.696 1.887 -2.030
C 0.049 0.783 -1.566
C -0.219 0.540 -0.265
C -1.127 -0.572 0.098
C -0.739 -1.674 0.944
S 0.903 -2.467 0.357
C 0.838 -2.421 -1.333
S -0.878 -2.361 -2.155
C -1.802 -1.133 -1.172
H 0.553 -0.272 3.631
H 1.191 -0.315 2.224
H -0.343 2.167 2.552
H -1.203 0.793 2.275
H 1.734 2.721 1.061
H 2.097 3.417 -1.425
H 0.685 2.142 -3.126
H -0.348 0.234 -2.292
H -2.032 -0.036 0.611
H -1.415 -2.614 0.767
H -0.535 -1.542 1.967
H 1.554 -1.695 -1.809
H 1.360 -3.370 -1.565
H -2.693 -1.722 -0.559
H -1.906 -0.357 -2.014
*
```

For the orbital gap, the calculation gives 0.333 Eh. As for the energy relative to the best compared isomer or geometry (same formula, charge and spin): 350.10 kJ/mol. The value obtained for the total energy is -1279.13638 a.u. As for the HOMO energy: -8.4973 eV.

3.
Molecular formula: C11H15O3
Method: DFT, wB97M-V/def2-TZVPD

Geometry as ORCA input:
```
! wB97M-V def2-TZVPD RIJCOSX def2/J DEFGRID3
* xyz -1 1
C -0.216 1.055 2.097
C -0.607 0.043 0.945
C -2.084 -0.141 1.014
C 0.215 -1.285 0.819
C -0.319 -2.025 -0.487
C -0.658 -0.810 -1.335
C -0.293 0.494 -0.565
C -0.920 1.714 -1.370
O -1.125 2.765 -0.754
O -1.189 1.474 -2.567
C 1.325 0.441 -0.509
C 2.239 0.945 -1.594
O 2.088 1.592 -0.346
C 1.654 -0.728 0.427
H -1.128 1.591 2.309
H 0.543 1.817 1.875
H 0.318 0.603 3.008
H -2.782 0.793 1.089
H -2.218 -0.794 1.848
H -2.441 -0.565 0.137
H 0.273 -2.098 1.636
H -1.129 -2.682 -0.153
H 0.536 -2.616 -0.830
H 0.059 -0.752 -2.160
H -1.656 -0.831 -1.552
H 3.291 0.526 -1.908
H 1.662 1.396 -2.399
H 2.252 -0.375 1.282
H 2.307 -1.548 0.042
*
```

For the orbital gap, the calculation gives 0.282 Eh. As for the energy relative to the best compared isomer or geometry (same formula, charge and spin): 0.00 kJ/mol. The value obtained for the total energy is -653.84030 a.u. As for the HOMO energy: -4.2346 eV.

4.
Molecular formula: C11H15O8PTm
Method: DFT, wB97M-V/def2-TZVPD

Geometry as ORCA input:
```
! wB97M-V def2-TZVPD RIJCOSX def2/J DEFGRID3
* xyz 3 3
O 0.143 3.718 -3.067
C 0.105 2.573 -2.880
Tm -0.104 0.398 -1.989
O 0.079 -0.070 -5.736
C 0.043 0.004 -4.586
C -0.017 -2.402 -2.735
O 0.020 -3.509 -3.013
C -2.536 -0.013 -2.565
O -3.665 -0.070 -2.794
C 2.431 0.021 -2.572
O 3.549 -0.069 -2.793
C 0.780 -3.634 1.815
C 0.687 -2.980 0.450
O 1.694 -1.891 0.537
P 1.373 -0.334 0.364
O 1.017 0.303 1.845
C 0.131 0.017 3.003
C -1.326 -0.005 2.628
O -0.422 1.462 -0.304
C 0.092 2.633 0.354
C -0.882 3.798 0.390
H 1.852 -3.759 2.076
H 0.239 -4.597 1.851
H 0.330 -2.899 2.510
H 1.034 -3.585 -0.393
H -0.286 -2.503 0.223
H 0.453 -0.911 3.491
H 0.291 0.816 3.731
H -1.528 -0.870 1.989
H -1.920 -0.141 3.538
H -1.705 0.920 2.166
H 1.017 2.872 -0.177
H 0.381 2.398 1.388
H -1.701 3.590 1.095
H -0.372 4.696 0.767
H -1.276 4.025 -0.608
*
```

For the orbital gap (spin up / spin down), the calculation gives 0.259 / 0.260 Eh. The value obtained for the total energy is -2455.48523 a.u. As for the HOMO energy (spin up / spin down): -20.6364 / -20.6388 eV. The expectation value of S² is 2.0023.